C47H47NP2Re as an isolated structure at a distorted geometry, computed with ωB97M-V/def2-TZVPD.

```
98
Properties=species:S:1:pos:R:3:forces:R:3:lowdin_spin:R:1
Re -0.253361 0.317454 2.763256 0.0 -0.4 1.8 0.743
C -2.140499 0.089214 3.829206 -0.2 -1.6 -0.4 0.045
C -2.234871 -0.178497 2.410774 -1.0 0.9 0.0 0.047
C -3.012894 0.765106 1.486004 -0.3 -0.2 -0.4 0.010
C -2.084865 1.760326 0.760771 -0.4 -0.1 -0.1 0.012
C -0.734940 1.861181 1.455690 -0.1 0.3 -0.3 0.062
C -0.626033 2.328539 2.830114 0.8 0.8 -0.4 0.029
C -1.841954 2.631791 3.689766 -0.3 0.3 0.4 0.007
C -2.371031 1.420779 4.496209 -0.1 0.4 0.7 0.003
C 1.370178 -0.442855 1.811127 0.2 -0.5 -1.1 0.054
H -2.312115 -0.789217 4.450197 0.3 0.3 0.1 0.001
H -2.300836 -1.228134 2.124558 -0.1 -0.1 0.3 0.011
H -3.782340 1.290606 2.074667 0.3 -0.2 -0.2 0.000
H -3.569618 0.153318 0.751317 0.2 0.3 0.3 0.001
H -1.916297 1.431190 -0.274864 0.0 0.1 0.3 0.000
H -2.595539 2.736857 0.714464 0.3 -0.1 -0.1 0.001
H 0.092083 2.099143 0.785643 0.0 0.3 0.1 0.016
H 0.259885 2.927897 3.055947 -0.3 0.1 -0.1 0.005
H -2.664315 3.009604 3.067507 0.3 0.0 0.0 0.001
H -1.577905 3.444159 4.387145 -0.2 -0.3 -0.3 0.000
H -1.902509 1.411960 5.515565 -0.2 -0.1 -0.9 0.000
H -3.452939 1.562245 4.698190 0.4 -0.1 -0.2 0.001
H 2.209053 0.041095 2.338967 0.0 0.0 -0.1 -0.001
H 1.348392 -0.137224 0.762366 0.4 -0.1 0.0 0.028
H 1.459684 -1.532728 1.888356 0.3 0.3 -0.1 0.002
P -0.238970 -1.344342 -3.780128 -1.0 -1.1 -0.7 0.295
P 1.165783 0.764792 -3.838122 0.9 1.8 -1.2 0.312
C -1.307310 0.030449 -4.229292 1.0 1.3 -0.1 0.006
C -0.528016 1.136502 -4.385687 -0.9 -1.2 0.4 0.000
C -0.497437 -2.499228 -5.189988 0.4 -0.2 -0.3 0.051
C -1.482040 -2.245742 -6.163243 -0.3 -0.1 0.4 0.021
C -1.972724 -3.292739 -6.943548 0.3 0.0 0.0 0.001
C -1.377289 -4.553439 -6.869135 0.1 0.1 0.2 0.014
C -0.224863 -4.733370 -6.094032 0.0 0.2 0.0 -0.001
C 0.241384 -3.699505 -5.275869 -0.5 0.0 0.2 0.015
C -1.011847 -2.103008 -2.318095 0.2 -0.1 0.5 0.050
C -0.389973 -1.935216 -1.061789 -0.2 -0.1 -0.4 0.005
C -0.933601 -2.554273 0.064190 -0.1 0.0 -0.1 0.003
C -2.059500 -3.373549 -0.067935 0.2 0.1 -0.2 0.002
C -2.672757 -3.537614 -1.315883 0.0 0.1 0.1 0.004
C -2.190613 -2.855141 -2.434287 0.2 -0.1 0.2 0.013
C 2.118655 1.021420 -5.412670 0.0 -0.5 -0.2 0.031
C 1.913279 0.109047 -6.470645 -0.1 0.3 0.2 0.011
C 2.376442 0.409521 -7.750808 0.1 0.2 0.2 -0.001
C 3.075822 1.601663 -7.980885 -0.1 0.0 0.2 0.015
C 3.348077 2.471163 -6.922218 -0.1 -0.3 0.1 0.000
C 2.886303 2.174396 -5.636003 -0.1 0.0 -0.1 0.018
C 1.630009 2.250312 -2.896510 0.2 0.0 0.6 0.068
C 2.921366 2.327999 -2.327886 -0.6 0.2 -0.1 0.019
C 3.312928 3.497885 -1.679730 -0.1 0.0 0.0 -0.002
C 2.432670 4.585053 -1.587965 0.0 -0.3 -0.2 0.018
C 1.151930 4.488516 -2.132632 -0.1 -0.1 0.1 0.001
C 0.732643 3.315857 -2.761857 0.3 -0.1 0.2 0.024
H -2.381424 -0.079015 -4.378303 0.2 0.2 -0.1 0.001
H -0.832823 2.128307 -4.728692 -0.1 -0.4 0.0 0.000
H -1.888036 -1.242365 -6.297021 -0.1 -0.3 0.2 0.001
H -2.825219 -3.124500 -7.600660 0.3 0.0 0.1 0.000
H -1.801984 -5.389139 -7.425550 0.2 0.2 0.1 0.001
H 0.293138 -5.693576 -6.114391 -0.1 0.3 0.0 0.000
H 1.154185 -3.820999 -4.687576 -0.4 -0.1 0.0 0.002
H 0.520072 -1.327218 -0.991894 -0.3 -0.3 0.0 0.000
H -0.481048 -2.409003 1.051325 -0.1 -0.1 -0.5 0.003
H -2.442494 -3.894639 0.811024 0.0 0.1 -0.3 0.000
H -3.526752 -4.209477 -1.417105 0.2 0.3 0.1 0.001
H -2.712525 -2.913789 -3.393788 0.3 -0.2 0.3 0.001
H 1.358356 -0.816338 -6.289060 0.2 0.3 -0.2 0.001
H 2.172047 -0.274326 -8.572358 0.1 0.1 0.2 0.000
H 3.407002 1.856733 -8.987549 -0.1 -0.1 0.3 0.001
H 3.913040 3.392161 -7.084889 -0.2 -0.4 0.0 0.000
H 3.115349 2.855755 -4.816272 -0.2 -0.1 -0.3 0.001
H 3.595744 1.473228 -2.411577 -0.1 0.3 0.0 0.002
H 4.310664 3.564371 -1.246613 -0.2 0.0 -0.1 0.000
H 2.745430 5.502077 -1.088153 -0.1 -0.3 -0.2 0.001
H 0.454771 5.320472 -2.061688 0.2 -0.1 0.0 0.000
H -0.290394 3.228348 -3.131145 0.4 0.2 0.1 0.001
C 1.385734 2.498279 7.798662 -0.1 -0.2 0.2 0.167
C 1.589656 2.972361 6.497084 0.2 -0.3 -1.2 -0.005
C 1.484517 2.101588 5.403928 -0.2 0.4 0.4 0.121
C 1.174588 0.737020 5.650411 -0.4 -1.1 -0.7 0.045
C 1.365193 0.240165 6.969553 -0.3 -0.1 0.7 0.135
C 1.286765 1.119148 8.042904 0.3 -0.3 -0.5 -0.016
N 0.609893 -0.091772 4.683794 0.2 1.6 0.9 0.355
C 0.177805 -1.387315 5.076849 -0.4 -0.9 0.6 0.027
C 0.606483 -2.529041 4.377470 0.0 0.7 0.2 0.021
C 0.348630 -3.801099 4.878740 -0.5 -0.2 0.2 0.001
C -0.362418 -3.952867 6.077225 0.3 -0.1 -0.3 0.017
C -0.859272 -2.822761 6.741082 -0.2 0.1 -0.4 -0.001
C -0.691419 -1.554711 6.188992 0.7 -0.1 0.0 0.028
H 1.356187 3.197174 8.629992 0.0 -0.1 -0.1 0.008
H 1.823377 4.024609 6.304467 -0.2 -0.4 0.2 -0.003
H 1.601446 2.430541 4.364765 -0.1 0.0 0.7 0.004
H 1.493583 -0.834210 7.122987 -0.3 0.5 0.1 0.004
H 1.162982 0.708187 9.047408 0.3 0.3 -0.3 -0.004
H 1.162424 -2.385114 3.459290 0.2 -0.3 0.4 0.001
H 0.715239 -4.663080 4.317087 -0.2 0.2 0.3 0.000
H -0.537663 -4.956402 6.481776 0.1 0.5 -0.1 0.001
H -1.372868 -2.933995 7.698428 -0.1 0.0 -0.4 0.000
H -1.162753 -0.674962 6.638747 0.4 -0.3 0.0 0.001
```
Forces are in eV/Å.

* expectation value of S²: 3.827
* total charge: +2
* E: -2634.1639 hartree
* relative energy (zero: lowest compared OMol25 entry of this formula, charge and spin): 0.00 kcal/mol
* largest force on an atom: 2.34 eV/A
* spin multiplicity: 4
* HOMO (alpha / beta): -0.4440 / -0.4764 hartree
* frontier orbital gap (alpha / beta): 6.17 / 5.96 eV